DFT (ωB97M-V/def2-TZVPD) results for a molecular structure, C16H20BrCrN4O5PSe2Te3.

The HOMO-LUMO gap (spin up / spin down) is 4.2 / 4.4 eV. Its total charge is -2. The calculation puts the energy above the lowest of the compared OMol25 structures with the same formula, charge and spin at 3.2091 eV. The total energy comes out at -10783.646190 hartree. Its HOMO energy (spin up / spin down) is -0.44 / -0.57 eV. The multiplicity is 5. Its expectation value of S² is 6.1430.

CARTESIAN COORDINATES (ANGSTROEM)
1 Te 0.7518 -2.2429 -4.1447
2 Te -2.2501 0.3740 -3.6938
3 Te 4.3955 -1.5734 -0.6562
4 Br 2.6445 -1.2521 5.3943
5 Se -0.7449 -1.1996 -2.4522
6 Se 2.0503 -0.6653 -0.4637
7 Cr 0.0344 0.0182 -0.7095
8 P -2.1100 1.9391 -1.2280
9 O -1.8135 0.8339 -0.1907
10 O -3.7660 2.1561 -1.2536
11 O 0.4463 1.5910 -1.9533
12 O -1.6789 3.3226 -0.3796
13 O 0.7548 1.7528 0.4870
14 N 1.1398 2.6926 -0.3005
15 N -0.9140 -2.6021 0.8154
16 N 1.0302 2.6305 -1.5646
17 N 0.1038 -0.0500 2.3975
18 C 1.5705 4.0419 1.6499
19 C 1.1632 -0.4713 3.0736
20 C 2.0302 4.9808 -0.5213
21 C -1.7854 4.5551 -1.0857
22 C -1.0281 0.1856 3.0416
23 C -0.5470 -1.6047 0.3389
24 C -4.4571 2.3749 -0.0251
25 C -0.0782 -0.4650 5.1330
26 C -1.8901 5.6760 -0.0714
27 C -5.2181 1.1218 0.3693
28 C 2.4015 6.1744 0.0794
29 C -1.1727 -0.0161 4.4115
30 C 1.6092 3.9206 0.2750
31 C 2.3574 6.3164 1.4624
32 C 1.9449 5.2455 2.2398
33 C 1.0996 -0.6828 4.4470
34 H -5.1411 3.2168 -0.1708
35 H 2.0660 -0.6467 2.4945
36 H -0.8993 4.6926 -1.7139
37 H -1.8473 0.5504 2.4276
38 H 2.7309 7.0000 -0.5411
39 H -2.6631 4.5437 -1.7385
40 H -2.1194 0.1811 4.8989
41 H 1.2377 3.1968 2.2334
42 H 1.9096 5.3409 3.3188
43 H -2.0036 6.6357 -0.5862
44 H -4.5146 0.2945 0.4693
45 H -3.7544 2.6508 0.7647
46 H -0.6857 -3.5195 1.1351
47 H -5.9470 0.8616 -0.4010
48 H -0.9909 5.7105 0.5485
49 H 2.6504 7.2510 1.9269
50 H 2.0568 4.8566 -1.5936
51 H -5.7393 1.2657 1.3221
52 H -2.7553 5.5186 0.5762
53 H -0.1323 -0.6280 6.2017



DFT (ωB97M-V/def2-TZVPD) results for a gas-phase ion, C5H11N4 (charge +1).

Its SMILES is CC1=[NH+][C@@H](N)N=C[C@H]1N. The HOMO-LUMO gap is 9.1 eV. Its total charge is +1. The calculation puts the energy above the lowest of the compared OMol25 structures with the same formula, charge and spin at 2.3776 eV. The total energy comes out at -415.835838 hartree. Its HOMO energy is -13.57 eV.

CARTESIAN COORDINATES (ANGSTROEM)
1 N -2.2739 0.9859 0.0375
2 N 1.3840 1.2589 -0.3910
3 N 0.7320 -1.0385 -0.1509
4 N 3.2214 -0.3936 0.0573
5 C -0.5663 -0.6273 -0.0147
6 C 1.8228 -0.0637 0.1578
7 C 0.2188 1.6617 -0.2563
8 C -0.8909 0.7845 0.3832
9 C -1.6942 -1.6275 -0.1207
10 H -2.8538 1.4277 0.7342
11 H -2.4586 -1.1927 -0.8012
12 H -0.5928 0.8407 1.3849
13 H 3.7742 0.3947 0.4950
14 H -2.1577 -1.5782 0.8631
15 H 1.7848 0.2274 1.1815
16 H -1.2409 -2.5870 -0.5709
17 H -2.6139 1.3068 -0.8636
18 H 3.5014 -0.5049 -0.8758
19 H 0.0748 2.6282 -0.6204
20 H 0.8290 -1.9030 -0.6289